Record 1
23
Properties=species:S:1:pos:R:3:forces:R:3 method="wB97M-V/def2-TZVPD" orbital_gap_ev=10.00 total_charge=0 energy_ha=-351.249059 de_lowest_kcal_mol=50.9 e_lumo_ev=0.982
C -1.477 1.851 0.730 -2.969 0.447 -0.221
C -2.541 0.977 -0.019 -1.554 -2.366 5.062
H -0.742 1.200 1.049 1.778 -1.037 0.836
H -1.095 2.417 -0.091 0.650 1.319 0.262
H -1.920 2.413 1.656 0.916 -0.738 -2.087
H -2.620 1.029 -1.054 0.209 0.206 -1.690
H -3.553 1.176 0.455 0.850 0.143 -0.978
H -2.449 -0.148 0.349 0.163 2.021 -1.210
C 1.045 -0.982 2.013 -2.645 -0.443 -0.018
C 1.938 0.045 -0.033 0.583 3.879 -0.978
C 1.190 -0.914 0.530 0.785 -1.076 0.012
C 1.810 0.370 -1.394 1.056 -0.275 -1.038
C 0.628 -1.870 -0.334 0.053 2.273 0.311
C 1.119 -0.434 -2.237 -1.500 -0.732 0.125
C 0.496 -1.588 -1.653 -0.004 1.138 -2.700
H 2.380 0.876 0.537 0.068 -0.748 0.288
H 2.268 1.168 -1.984 0.314 0.418 1.283
H -0.086 -0.613 2.223 2.408 -1.105 -0.155
H 1.679 -0.184 2.482 -0.234 -1.511 0.039
H 0.064 -2.559 0.169 -1.408 -2.311 0.657
H 0.927 -0.018 -3.260 0.117 -1.153 0.888
H -0.171 -2.085 -2.355 0.167 -0.689 0.527
H 1.112 -2.127 2.221 0.199 2.339 0.785

***

Record 2
21
Properties=species:S:1:pos:R:3:forces:R:3 method="wB97M-V/def2-TZVPD" orbital_gap_ev=6.94 total_charge=0 energy_ha=-526.377024 de_lowest_kcal_mol=72.0 e_lumo_ev=0.551
C -1.501 0.462 -0.811 -0.562 -0.781 -0.656
C -0.472 0.977 -0.101 1.984 1.727 2.982
C 1.599 2.444 -0.693 -0.882 0.671 1.910
C 0.568 -2.306 -0.525 -1.787 0.270 1.135
C -1.501 -1.463 1.903 2.557 0.350 1.389
C 0.972 1.049 -0.504 1.132 -1.585 0.958
Si -1.170 -1.547 0.012 -0.852 0.016 -1.074
H -2.489 0.708 -0.481 -0.492 -0.077 -0.098
H -1.384 0.229 -1.867 -0.045 0.096 0.136
H -0.607 1.608 0.886 -0.359 -1.637 -1.841
H 0.930 3.297 -0.941 -0.099 -0.919 -0.085
H 2.335 2.396 -1.473 0.738 0.100 0.074
H 1.970 2.717 0.326 0.429 0.119 -1.075
H 0.767 -2.383 -1.594 -0.046 0.279 0.255
H 1.242 -1.730 0.064 1.336 0.308 0.023
H 0.516 -3.302 -0.072 0.119 -0.042 -0.168
H -0.534 -1.109 2.444 -1.330 -1.007 -0.537
H -2.126 -0.602 2.112 -0.643 -0.030 -0.194
H -1.901 -2.378 2.439 0.476 1.020 -0.942
H 1.648 0.419 0.301 -1.490 1.595 -1.769
H 1.137 0.515 -1.425 -0.187 -0.471 -0.422

***

Record 3
10
Properties=species:S:1:pos:R:3:forces:R:3 method="wB97M-V/def2-TZVPD" orbital_gap_ev=11.45 total_charge=0 energy_ha=-1112.275084 de_lowest_kcal_mol=39.9 e_lumo_ev=0.773
C 0.075 -0.162 -0.032 -0.804 0.182 0.807
C -1.018 -0.811 -0.928 1.710 0.947 -2.632
C -1.021 -0.451 1.039 0.979 -0.661 0.566
H -1.076 -0.377 -1.970 -0.420 -0.306 1.122
H -0.921 -1.904 -1.021 0.293 0.214 0.229
H -0.984 -1.434 1.543 0.269 -0.006 -0.632
H -1.052 0.255 1.853 -0.712 0.730 -0.147
O -1.997 -0.441 -0.018 -0.952 0.334 1.209
Cl 0.158 1.688 -0.079 -0.095 -1.176 -0.567
Cl 1.712 -0.774 0.036 -0.266 -0.257 0.045

***

Record 4
14
Properties=species:S:1:pos:R:3:forces:R:3 method="wB97M-V/def2-TZVPD" orbital_gap_ev="8.25 / 8.25" total_charge=-1 energy_ha=-1231.669315 de_lowest_kcal_mol=43.8 e_lumo_ev="3.195 / 3.195"
C -0.125 2.608 -0.103 0.268 -0.623 -1.676
C 0.637 0.558 0.396 -1.699 -1.512 -0.249
C 1.763 1.052 -0.002 6.246 1.251 -1.579
C 0.465 -0.849 0.870 2.048 0.924 0.494
N -0.401 1.384 0.231 -3.558 1.618 0.965
O 3.509 -1.206 1.220 0.200 0.095 -0.360
O 3.536 -1.141 -1.246 0.261 0.193 0.311
O 5.019 0.340 0.094 -0.674 -0.089 -0.378
S 1.543 2.730 -0.566 0.463 -1.160 0.946
S 3.831 -0.483 0.005 -1.355 1.275 0.306
H -0.843 3.354 -0.508 0.359 -0.667 0.841
H -0.186 -1.433 0.258 -0.660 -0.326 -0.095
H 1.504 -1.250 0.878 -1.196 -0.191 0.006
H 0.199 -0.702 1.905 -0.703 -0.790 0.468

***

Record 5
17
Properties=species:S:1:pos:R:3:forces:R:3 method="wB97M-V/def2-TZVPD" orbital_gap_ev="8.05 / 8.34" total_charge=0 energy_ha=-744.710041 de_lowest_kcal_mol=126.7 e_lumo_ev="-0.536 / -0.506"
C 0.250 -1.099 0.265 -1.860 0.021 -0.615
C 1.448 -1.613 0.356 2.236 -1.473 -0.801
C 1.045 1.181 0.336 -1.549 1.240 -0.825
C 2.308 1.016 0.489 1.760 -1.320 -0.084
C -0.021 0.258 -0.315 -0.308 -0.718 2.219
C 2.629 -1.177 -0.459 -0.320 1.867 1.987
C -1.433 0.709 0.043 -1.406 3.569 -2.539
O 4.541 0.599 -0.732 0.458 -0.317 0.935
S 3.793 0.002 0.403 -1.693 -0.202 -2.585
H -0.620 -1.640 0.666 0.527 0.405 0.242
H 1.610 -2.463 1.006 -0.016 -0.228 -0.013
H 0.654 2.188 0.556 0.147 -0.337 0.154
H 0.131 0.307 -1.360 0.236 0.066 -1.231
H 2.583 -1.054 -1.567 -0.042 0.352 1.008
H -1.442 1.884 0.163 -0.119 -2.219 -0.345
H -1.968 0.354 0.853 0.167 -1.052 2.625
H -2.300 0.483 -0.673 1.782 0.347 -0.131

***

Record 6
32
Properties=species:S:1:pos:R:3:forces:R:3 method="wB97M-V/def2-TZVPD" orbital_gap_ev=10.73 total_charge=0 energy_ha=-651.898408 de_lowest_kcal_mol=2.3 e_lumo_ev=0.668
C -5.144 -0.124 0.163 0.151 -0.169 0.137
C -3.952 -0.528 1.023 0.025 0.202 -0.024
C -2.761 0.423 0.896 -0.027 -0.135 -0.108
C -2.153 0.527 -0.505 -0.055 -0.118 0.065
C -1.524 -0.773 -1.015 0.013 0.134 0.164
C -0.216 -1.146 -0.302 -0.074 -0.054 -0.348
H -0.144 -0.609 0.645 0.046 -0.041 0.123
H -0.210 -2.213 -0.071 0.075 0.033 0.072
C 1.044 -0.848 -1.133 -0.219 0.036 0.132
N 2.235 -1.288 -0.429 0.015 -0.315 -0.362
C 2.779 -0.584 0.592 0.069 0.035 -0.086
O 3.620 -1.017 1.342 0.213 -0.091 0.342
N 2.304 0.725 0.717 0.241 0.084 0.479
C 1.516 1.410 -0.170 -0.155 -0.163 -0.416
O 1.131 2.530 0.053 -0.081 0.260 0.038
C 1.226 0.636 -1.437 -0.118 -0.067 -0.074
H 0.354 1.059 -1.930 0.030 0.062 0.079
H 2.089 0.768 -2.097 -0.030 -0.004 -0.006
H 2.632 1.226 1.534 -0.039 -0.089 -0.130
H 2.477 -2.266 -0.449 0.063 0.111 0.105
H 0.991 -1.408 -2.074 0.011 0.118 0.111
H -2.245 -1.581 -0.892 -0.020 -0.053 -0.107
H -1.335 -0.682 -2.087 -0.038 -0.063 -0.084
H -1.401 1.317 -0.485 0.013 0.091 -0.087
H -2.930 0.837 -1.206 0.009 0.109 -0.050
H -3.083 1.423 1.196 0.038 0.028 0.091
H -1.991 0.108 1.603 0.050 0.085 0.075
H -3.649 -1.545 0.769 -0.005 -0.078 0.081
H -4.262 -0.538 2.071 0.032 -0.098 0.004
H -4.916 -0.221 -0.896 -0.045 0.030 -0.143
H -5.425 0.907 0.363 -0.072 0.130 -0.025
H -5.999 -0.761 0.382 -0.116 -0.012 -0.049